Entry 1:
{
  "formula": "C22H28N2O3",
  "method": "ωB97M-V with the def2-TZVPD basis set",
  "smiles": "COc1ccc(CNC(=O)[C@H](CC(C)C)NC(=O)c2ccccc2C)cc1",
  "homo_lumo_gap_ev": 9.2,
  "total_charge": 0,
  "homo_ev": -8.5,
  "e_above_lowest_kcal_mol": 21.2,
  "elements": ["C", "O", "C", "C", "C", "C", "C", "N", "C", "O", "C", "C", "C", "C", "C", "N", "C", "O", "C", "C", "C", "C", "C", "C", "C", "C", "C", "H", "H", "H", "H", "H", "H", "H", "H", "H", "H", "H", "H", "H", "H", "H", "H", "H", "H", "H", "H", "H", "H", "H", "H", "H", "H", "H", "H"],
  "coordinates": [[4.4814, 3.7110, 0.8130], [3.2944, 3.8445, 1.5551], [2.6958, 2.7176, 2.0342], [3.1597, 1.4216, 1.8353], [2.4579, 0.3499, 2.3618], [1.2968, 0.5420, 3.0952], [0.5069, -0.6438, 3.5859], [-0.4060, -1.0873, 2.5457], [-0.0591, -2.0335, 1.6546], [0.9128, -2.7537, 1.7531], [-1.0254, -2.0792, 0.4525], [-0.8816, -3.3776, -0.3313], [-1.7125, -3.4325, -1.6181], [-1.4387, -4.7496, -2.3413], [-3.2060, -3.2882, -1.3343], [-0.7209, -0.9280, -0.3834], [-1.2330, 0.2956, -0.1444], [-2.0202, 0.5151, 0.7619], [-0.7418, 1.3486, -1.0869], [0.3865, 2.0762, -0.7363], [0.8521, 3.0782, -1.5692], [0.1894, 3.3465, -2.7543], [-0.9361, 2.6191, -3.1016], [-1.4213, 1.6142, -2.2757], [-2.6420, 0.8246, -2.6382], [0.8340, 1.8399, 3.2845], [1.5233, 2.9153, 2.7662], [5.2786, 3.2524, 1.4069], [4.7744, 4.7239, 0.5409], [4.3243, 3.1230, -0.0978], [4.0599, 1.2320, 1.2719], [2.8174, -0.6546, 2.1937], [1.1694, -1.4834, 3.8077], [-0.0755, -0.3868, 4.4737], [-1.1555, -0.4498, 2.2961], [-2.0477, -1.9450, 0.8195], [-1.1730, -4.1988, 0.3259], [0.1759, -3.5156, -0.5690], [-1.4041, -2.6098, -2.2739], [-1.9838, -4.7907, -3.2816], [-1.7523, -5.5900, -1.7262], [-0.3779, -4.8593, -2.5547], [-3.5306, -4.0406, -0.6189], [-3.4379, -2.3047, -0.9338], [-3.7766, -3.4200, -2.2511], [0.0221, -1.0341, -1.0566], [0.8886, 1.8605, 0.1952], [1.7225, 3.6510, -1.2873], [0.5458, 4.1282, -3.4089], [-1.4515, 2.8379, -4.0260], [-2.3731, -0.2013, -2.8917], [-3.3299, 0.7882, -1.7953], [-3.1513, 1.2673, -3.4903], [-0.0756, 2.0090, 3.8416], [1.1712, 3.9248, 2.9062]],
  "forces_ev_per_angstrom": [[0.20, -0.03, -0.12], [-0.29, 0.00, 0.17], [-0.14, -0.07, 0.12], [0.21, 0.28, -0.17], [-0.15, 0.00, 0.13], [0.04, -0.14, 0.09], [0.11, -0.06, -0.12], [-0.22, 0.19, 0.46], [-0.61, 0.01, -0.20], [0.38, -0.19, -0.04], [0.11, -0.24, 0.14], [-0.07, 0.35, -0.17], [-0.05, -0.21, 0.15], [0.02, 0.30, 0.02], [0.27, 0.14, -0.15], [0.06, -0.36, -0.04], [0.23, 0.02, -0.30], [-0.28, 0.14, 0.17], [0.03, 0.30, -0.05], [-0.08, -0.09, 0.02], [0.06, 0.04, -0.01], [0.05, 0.05, -0.01], [-0.01, -0.03, 0.03], [0.05, -0.04, 0.07], [-0.02, -0.01, -0.01], [0.16, -0.04, -0.05], [0.18, 0.13, -0.14], [-0.04, 0.00, -0.03], [0.02, -0.09, -0.01], [0.01, 0.00, 0.04], [0.09, 0.02, -0.05], [0.04, -0.13, -0.01], [-0.11, 0.12, 0.09], [0.10, -0.05, -0.02], [0.03, -0.15, -0.13], [0.13, -0.01, -0.05], [0.06, -0.07, 0.02], [0.02, -0.08, 0.06], [-0.01, -0.03, 0.02], [-0.05, -0.06, -0.10], [-0.04, -0.15, 0.07], [0.12, -0.07, -0.04], [-0.07, -0.11, 0.11], [-0.11, 0.12, 0.08], [-0.11, -0.01, -0.06], [-0.04, 0.16, -0.04], [0.07, -0.02, 0.13], [0.09, 0.06, 0.04], [0.03, 0.07, -0.05], [-0.07, 0.01, -0.08], [-0.05, -0.09, -0.03], [-0.12, -0.04, 0.01], [-0.06, -0.01, -0.04], [-0.12, 0.03, 0.08], [-0.05, 0.13, 0.02]]
}

---

Entry 2:
{
  "formula": "C59H71BClCsN16O8S2",
  "method": "ωB97M-V with the def2-TZVPD basis set",
  "homo_lumo_gap_ev": 4.9,
  "total_charge": -2,
  "homo_ev": -2.0,
  "elements": ["Cs", "C", "C", "N", "N", "C", "N", "S", "C", "C", "C", "C", "C", "N", "H", "H", "H", "H", "H", "H", "H", "H", "H", "B", "N", "C", "C", "C", "N", "N", "C", "C", "C", "N", "H", "H", "H", "H", "H", "H", "H", "H", "C", "C", "C", "C", "C", "C", "C", "S", "O", "O", "N", "C", "C", "C", "O", "O", "H", "H", "H", "H", "H", "H", "H", "H", "H", "H", "H", "H", "C", "N", "C", "C", "C", "N", "C", "O", "N", "H", "H", "H", "H", "H", "H", "H", "C", "O", "C", "C", "C", "C", "C", "C", "N", "C", "C", "C", "C", "C", "C", "C", "O", "H", "H", "H", "H", "H", "H", "H", "H", "H", "H", "H", "H", "H", "C", "C", "C", "C", "C", "O", "C", "C", "C", "C", "C", "C", "Cl", "C", "C", "C", "N", "C", "N", "C", "N", "H", "H", "H", "H", "H", "H", "H", "H", "H", "H", "H", "H", "H", "H", "H", "H", "H", "H", "H", "H", "H", "H"],
  "coordinates": [[-0.0583, 2.3676, 1.0396], [-3.8346, -0.5714, 4.7650], [-3.0061, -0.3538, 3.5230], [-1.7641, 0.0431, 3.5755], [-1.2546, 0.5102, 4.6549], [-0.0329, 0.5615, 5.1044], [0.3731, 1.7847, 5.6062], [0.9864, -0.7966, 5.3078], [-3.5825, -0.5169, 2.2058], [-4.9694, -0.7009, 2.0282], [-5.4972, -0.7128, 0.7533], [-4.6530, -0.5595, -0.3380], [-3.2937, -0.4348, -0.0775], [-2.7648, -0.4300, 1.1358], [-3.2120, -0.3368, 5.6273], [-4.1542, -1.6160, 4.8307], [-4.7250, 0.0639, 4.7939], [0.0027, 2.5912, 5.1160], [1.3552, 1.8276, 5.8156], [-5.6200, -0.8129, 2.8849], [-6.5650, -0.8279, 0.6027], [-5.0371, -0.5269, -1.3492], [-2.5945, -0.3353, -0.9031], [4.2058, 2.8482, -1.8014], [4.4692, 2.5618, -0.2966], [5.5734, 2.8732, 0.4062], [5.4392, 2.3576, 1.6827], [4.1820, 1.7346, 1.6583], [3.6141, 1.8676, 0.4648], [3.0971, 3.9255, -1.9704], [3.2814, 5.2004, -2.3632], [2.0434, 5.7977, -2.5097], [1.1426, 4.7754, -2.1737], [1.7914, 3.6603, -1.8522], [5.2286, 3.2992, -2.2731], [3.8485, 1.8299, -2.3400], [6.3843, 3.4247, -0.0409], [6.1413, 2.4236, 2.4972], [3.6756, 1.1934, 2.4445], [4.2701, 5.5979, -2.5225], [1.8249, 6.8078, -2.8147], [0.0620, 4.8043, -2.1643], [-6.4998, 2.0086, 4.3294], [-5.9950, 3.1204, 3.4487], [-4.9715, 3.9632, 3.8694], [-4.5315, 5.0102, 3.0720], [-5.1205, 5.2028, 1.8333], [-6.1264, 4.3611, 1.3847], [-6.5594, 3.3233, 2.1917], [-4.6901, 6.6118, 0.8187], [-5.1686, 6.3317, -0.5127], [-5.2133, 7.7817, 1.4808], [-3.0725, 6.7216, 0.7963], [-2.3881, 5.5612, 0.1935], [-0.9379, 5.4981, 0.6915], [-0.9337, 5.2900, 2.2306], [-1.5074, 6.1802, 2.9104], [-0.3928, 4.2534, 2.6661], [-5.9243, 1.9481, 5.2518], [-6.4296, 1.0498, 3.8122], [-7.5502, 2.1693, 4.5833], [-4.5029, 3.7945, 4.8314], [-3.7170, 5.6448, 3.4003], [-6.5503, 4.5376, 0.4043], [-7.3401, 2.6569, 1.8417], [-2.6730, 6.8248, 1.7575], [-2.4296, 5.6579, -0.8935], [-2.8986, 4.6275, 0.4633], [-0.4334, 6.4352, 0.4507], [-0.4306, 4.6632, 0.2097], [3.0056, -1.0156, -5.3370], [2.0530, -1.3441, -4.2889], [1.7312, -2.6192, -4.0070], [0.8630, -2.9317, -3.0211], [0.3384, -1.8402, -2.2601], [0.5873, -0.5858, -2.5769], [1.4334, -0.2644, -3.5809], [1.7158, 0.8694, -3.9373], [-0.4883, -2.0754, -1.2273], [2.5415, -1.1151, -6.3213], [3.8767, -1.6669, -5.2687], [3.3058, 0.0168, -5.1895], [2.2026, -3.3784, -4.6188], [0.6051, -3.9556, -2.7994], [-0.6041, -3.0159, -0.8982], [-0.6264, -1.3305, -0.5567], [-2.8341, -0.8935, -3.8905], [-3.1871, 0.1312, -4.8115], [-2.2716, 0.3230, -5.8118], [-2.3930, -0.4407, -6.9649], [-1.4959, -0.3220, -8.0114], [-0.4544, 0.5903, -7.8973], [-0.3286, 1.3590, -6.7583], [-1.2314, 1.2571, -5.6898], [-0.9359, 2.0065, -4.5527], [-1.6033, 2.2550, -3.4085], [-2.9182, 2.5676, -3.2019], [-3.8628, 2.8231, -4.2474], [-5.1215, 3.2264, -3.9649], [-5.5235, 3.4100, -2.6040], [-4.6737, 3.1928, -1.5761], [-3.3151, 2.7376, -1.7937], [-2.5546, 2.4998, -0.8464], [-3.6406, -0.9374, -3.1618], [-1.8936, -0.6697, -3.3796], [-2.7444, -1.8612, -4.3977], [-3.2095, -1.1509, -7.0164], [-1.5988, -0.9396, -8.8942], [0.2643, 0.6929, -8.7009], [0.4981, 2.0519, -6.6609], [0.0730, 2.0844, -4.4152], [-0.9534, 2.2924, -2.5376], [-3.5358, 2.7340, -5.2761], [-5.8226, 3.4329, -4.7637], [-6.5307, 3.7562, -2.4021], [-4.9673, 3.3648, -0.5489], [1.9268, -6.0194, 1.9493], [2.7309, -6.0091, 0.6436], [2.9349, -7.4622, 0.1848], [1.8657, -5.3256, -0.4298], [4.1155, -5.2763, 0.7799], [4.5813, -4.8909, -0.5100], [5.2476, -6.1616, 1.3590], [5.1718, -6.7429, 2.7802], [5.2804, -5.7352, 3.8995], [4.2983, -5.6357, 4.8780], [4.4043, -4.7223, 5.9175], [5.5163, -3.9013, 5.9846], [5.6680, -2.7654, 7.2820], [6.5156, -3.9874, 5.0278], [6.3938, -4.9047, 3.9979], [4.0723, -3.9672, 1.6078], [3.3095, -2.8706, 1.0668], [2.1123, -2.3966, 1.4706], [1.7680, -1.3657, 0.7463], [2.8211, -1.2100, -0.1039], [3.7711, -2.1069, 0.0535], [1.0340, -6.6329, 1.8126], [1.5970, -5.0182, 2.2215], [2.4921, -6.4320, 2.7834], [1.9638, -7.9021, -0.0485], [3.4023, -8.0770, 0.9557], [3.5429, -7.5188, -0.7224], [0.9220, -5.8705, -0.5270], [2.3676, -5.3197, -1.3949], [1.6393, -4.2939, -0.1713], [4.7093, -5.6832, -1.0426], [6.1505, -5.5517, 1.2831], [5.3859, -6.9990, 0.6700], [6.0148, -7.4357, 2.8713], [4.2670, -7.3363, 2.9108], [3.4285, -6.2806, 4.8359], [3.6257, -4.6428, 6.6634], [7.3784, -3.3387, 5.0897], [7.1833, -4.9734, 3.2586], [5.1019, -3.6188, 1.6928], [3.6920, -4.1777, 2.6039], [1.5508, -2.7938, 2.3029], [2.8856, -0.3971, -0.8098]],
  "forces_ev_per_angstrom": [[0.52, -2.33, -0.85], [0.10, 0.18, -0.22], [0.10, 0.00, 0.66], [0.45, -0.40, -0.94], [-0.88, 0.97, 0.87], [0.40, -0.49, -0.06], [-0.15, 0.04, -0.13], [0.22, -0.08, -0.18], [0.09, -0.04, -0.26], [0.10, -0.06, 0.02], [0.02, 0.02, -0.09], [-0.05, -0.02, -0.01], [-0.17, -0.08, 0.08], [0.01, 0.08, -0.32], [-0.04, -0.03, 0.03], [-0.08, 0.01, 0.05], [0.07, -0.10, 0.06], [-0.04, -0.05, 0.04], [0.03, -0.07, 0.03], [0.05, -0.01, 0.02], [-0.01, 0.00, 0.04], [0.02, 0.01, -0.01], [-0.04, 0.07, -0.01], [-0.14, -0.17, 0.13], [0.27, 0.11, 0.02], [0.05, -0.06, 0.14], [0.03, 0.04, -0.03], [0.06, 0.08, -0.03], [-0.35, -0.20, 0.07], [0.13, 0.23, -0.20], [-0.14, 0.08, -0.03], [0.00, 0.04, -0.04], [0.20, 0.05, -0.05], [-0.47, -0.23, 0.09], [0.07, 0.07, 0.00], [0.02, -0.05, -0.04], [-0.05, 0.01, -0.07], [-0.01, 0.00, 0.01], [-0.03, 0.01, 0.00], [0.03, -0.07, 0.03], [0.01, 0.00, 0.02], [-0.01, -0.01, 0.04], [-0.02, 0.07, -0.10], [-0.03, -0.04, 0.03], [-0.01, -0.02, -0.03], [0.06, 0.00, 0.00], [-0.04, 0.21, -0.20], [-0.07, 0.01, 0.00], [0.03, 0.04, 0.01], [-0.36, 0.44, 0.04], [0.21, -0.16, 0.07], [0.25, -0.18, 0.10], [-0.06, -0.26, 0.21], [0.10, -0.11, -0.18], [-0.57, 0.10, 0.44], [-0.02, 0.43, 0.02], [-0.01, -0.02, -0.10], [-0.09, 0.97, 0.97], [-0.02, -0.02, 0.00], [-0.01, 0.05, 0.04], [0.00, 0.00, 0.04], [0.02, 0.00, 0.00], [0.03, -0.02, 0.03], [-0.06, -0.02, 0.05], [-0.01, 0.00, 0.00], [-0.05, 0.20, -0.15], [0.01, -0.04, 0.03], [0.07, -0.01, -0.08], [0.12, -0.08, -0.03], [-0.07, 0.70, -0.25], [-0.04, -0.05, -0.04], [-0.02, 0.27, 0.21], [-0.11, -0.09, 0.04], [0.03, -0.16, 0.00], [-0.03, 0.18, -0.31], [-0.17, 0.17, 0.32], [0.41, -0.11, -0.42], [-0.46, -0.05, -0.03], [-0.11, 0.06, -0.10], [0.03, 0.02, -0.01], [-0.03, -0.03, 0.01], [0.04, -0.01, -0.01], [0.04, 0.01, 0.01], [0.05, -0.03, 0.02], [0.06, 0.01, 0.11], [0.03, -0.06, 0.09], [0.06, -0.07, 0.15], [0.02, 0.03, -0.14], [0.02, 0.04, 0.15], [-0.02, -0.05, -0.17], [0.00, 0.05, 0.06], [0.00, -0.09, -0.08], [-0.02, 0.10, 0.10], [-0.15, -0.22, -0.50], [0.68, -0.11, 0.32], [-0.21, 0.30, 0.19], [0.09, -0.19, 0.13], [-0.22, 0.08, -0.08], [0.16, -0.05, -0.37], [0.14, -0.05, 0.30], [-0.30, 0.11, 0.05], [0.14, -0.08, 0.03], [0.07, 0.04, -0.09], [0.04, -0.02, 0.02], [-0.01, 0.06, -0.01], [-0.01, 0.04, 0.00], [-0.02, 0.03, 0.06], [-0.02, 0.02, -0.01], [0.02, 0.04, 0.04], [0.00, 0.03, 0.02], [-0.03, -0.24, 0.08], [0.05, 0.07, -0.03], [-0.03, -0.06, -0.01], [0.01, 0.03, 0.01], [0.00, 0.02, 0.04], [0.06, -0.09, -0.09], [0.10, 0.00, -0.07], [-0.09, 0.02, -0.13], [0.00, 0.09, 0.09], [0.07, 0.00, 0.09], [-0.09, 0.02, 0.16], [0.05, 0.08, -0.10], [-0.10, 0.02, 0.16], [0.03, 0.10, -0.10], [0.02, -0.12, 0.09], [0.04, 0.02, 0.01], [-0.02, 0.02, 0.02], [-0.05, -0.09, -0.07], [0.01, 0.06, 0.06], [0.04, 0.00, -0.03], [-0.04, 0.00, 0.04], [0.17, -0.15, -0.30], [-0.36, -0.06, 0.07], [0.11, -0.03, 0.13], [-0.18, 0.39, -0.14], [-0.03, -0.22, 0.12], [0.19, 0.09, -0.17], [-0.02, 0.00, 0.02], [-0.02, -0.02, 0.04], [-0.06, 0.02, 0.01], [0.00, -0.02, -0.01], [0.02, -0.03, -0.04], [0.01, -0.05, -0.01], [0.00, 0.00, 0.02], [-0.03, 0.01, -0.05], [0.01, 0.08, -0.03], [0.00, -0.03, 0.05], [0.02, -0.03, -0.05], [0.04, 0.04, -0.03], [-0.05, -0.05, 0.01], [0.05, -0.04, 0.02], [-0.01, 0.01, -0.01], [0.00, 0.04, 0.00], [-0.01, 0.01, 0.01], [0.00, 0.03, -0.02], [-0.01, 0.01, 0.08], [0.04, 0.08, 0.03], [0.03, 0.02, 0.05], [0.07, 0.00, 0.00]]
}